Entry 1:
Molecular formula: C17H40BeCaCsF2IN4O14S2
Method: DFT, the ωB97M-V functional and the def2-TZVPD basis

```
83
C17H40BeCaCsF2IN4O14S2 (the ωB97M-V functional and the def2-TZVPD basis)
C -5.53783 0.53539 -4.26164
N -5.00863 -0.40982 -5.28764
C -3.71262 0.03208 -5.85749
S -2.23321 -0.95094 -5.29059
O -2.58483 -2.21027 -4.49537
O -1.54853 -1.46333 -6.59066
N -1.04650 0.07827 -4.51663
S -1.59637 0.69513 -2.99384
O -0.39009 0.59888 -2.02113
O -2.71379 -0.08195 -2.34590
C -2.10951 2.48400 -3.00029
C -1.48952 3.36917 -4.18063
O -0.51377 3.06169 -4.88993
I -2.36750 5.36657 -4.61877
H -6.41196 0.05985 -3.66544
H -4.73705 0.97236 -3.56030
H -6.00682 1.45088 -4.80315
H -5.00005 -1.38791 -4.96652
H -3.79569 -0.06811 -7.00669
H -3.52883 1.15082 -5.65476
H -1.72948 2.94867 -2.00516
H -3.26190 2.62906 -2.97490
Cs 0.88121 -0.84080 -4.28179
Ca -2.49684 7.74050 -3.13305
C 1.18268 -4.24888 3.46392
C 1.12669 -2.74498 3.67327
O 2.34639 -2.08508 3.34917
C 2.78721 -2.18528 2.00374
C 1.81563 -1.57668 1.00733
H 2.04546 -4.67850 3.97980
H 0.27258 -4.72129 3.84241
H 1.27510 -4.50333 2.40446
H 0.93963 -2.54487 4.73117
H 0.29345 -2.29856 3.12199
H 3.01395 -3.22776 1.75241
H 3.73110 -1.64197 1.94810
H 0.88277 -2.14808 0.95739
H 2.25748 -1.56545 0.00040
H 1.55738 -0.55352 1.29308
C -0.53815 10.39411 0.08847
O -0.54920 9.28123 -0.64967
H 0.35643 10.56876 0.71529
H -0.60747 11.35766 -0.44974
H -1.34412 10.51165 0.83647
C -6.45738 0.49712 0.65455
C -7.40224 -0.23132 -0.25013
O -7.94480 0.79848 -1.05103
C -6.96604 1.75573 -1.11902
O -6.95143 2.64620 -1.91856
O -6.00894 1.56493 -0.16989
F -8.42308 -0.80909 0.46101
H -6.95189 0.90630 1.54173
H -5.62292 -0.12847 0.97583
H -6.92524 -0.98074 -0.88733
C -2.26464 -6.50245 3.10865
O -1.45899 -6.01286 3.88676
N -2.62544 -5.89576 1.95064
N -2.86673 -7.69314 3.33512
H -3.28446 -6.28149 1.29883
H -2.19845 -5.00703 1.74590
H -2.62446 -8.17567 4.18603
H -3.53048 -8.11262 2.70935
C 5.75347 0.46561 3.68582
O 6.05602 1.66401 2.98221
C 7.45449 1.93079 2.94442
C 8.05160 1.55865 1.58721
O 8.01707 0.15077 1.37966
C 6.96053 -0.24148 0.51565
H 4.70938 0.21194 3.49258
H 6.38011 -0.36704 3.35766
H 5.88126 0.62574 4.76074
H 7.97327 1.41430 3.75820
H 7.57700 3.00789 3.09814
H 9.10420 1.85804 1.57460
H 7.54252 2.08676 0.77477
H 7.20696 0.02631 -0.51607
H 6.00886 0.21908 0.80099
H 6.85308 -1.32549 0.57856
F 4.04599 -1.55576 0.01889
Be -9.49129 0.83263 0.66137
O 10.18930 -0.98570 3.06196
H 10.91601 -0.43119 2.75185
H 9.41290 -0.63332 2.60511
```

Properties
Lowest unoccupied orbital energy (eV): -10.22
E_HOMO (eV): -11.28
Calculated total energy (eV): -107461.5591
Maximum force (eV/Å): 10.718
Net charge: +2

Atom charges from the Mulliken analysis, given in e for atoms 1 to 2:
1. C -0.64
2. N -0.32


Entry 2:
Molecular formula: C4H38N2O14
Method: DFT, the ωB97M-V functional and the def2-TZVPD basis

```
58
C4H38N2O14 (the ωB97M-V functional and the def2-TZVPD basis)
C 1.05206 -2.14537 -0.52580
N 1.74351 -3.24767 -1.20801
C 1.58242 -0.68725 -0.80678
C 0.98456 -0.24551 -2.22188
N 0.96361 0.24800 0.14177
C 1.03121 -0.19524 1.58334
O 0.36066 0.86191 2.28198
H 1.08909 -2.46110 0.48380
H -0.06164 -2.32169 -0.80015
H 2.72677 -3.15278 -1.30902
H 1.21361 -3.76355 -1.86726
H 2.64357 -0.91585 -0.79441
H -0.13329 -0.34127 -2.18064
H 0.99540 0.81918 -2.42654
H 1.56559 -0.87485 -2.91669
H -0.06192 0.24555 -0.00360
H 1.97460 0.08280 2.07196
H 0.43506 -1.11070 1.80073
H -0.60754 0.64834 2.44294
H 1.07209 4.12719 -0.69151
H 1.20158 2.70013 -1.32206
O 0.70085 3.50127 -1.35822
H 4.59514 0.88940 -0.90639
H 5.56980 -0.26556 -1.39899
O 4.79689 0.24716 -1.60130
H -2.46072 1.70571 2.82909
H -2.98963 0.87615 1.70405
O -2.40761 0.78797 2.53687
H -0.48717 2.51534 -0.25199
H -2.13078 2.84354 -0.16133
O -1.37198 2.37267 0.13689
H -0.81799 -2.67178 3.66028
H 0.55941 -2.39987 3.96576
O 0.06285 -3.17870 3.61041
H -2.70903 -1.21434 0.50293
H -2.07906 -2.67239 0.09647
O -2.89640 -2.15755 0.13951
H -3.28603 -2.27325 -1.53419
H -2.82705 -2.78491 -2.94477
O -2.63017 -2.09313 -2.31076
H 1.91021 -3.16645 2.27913
H 2.83803 -2.85748 1.22164
O 2.56907 -2.43985 2.08504
H 3.52794 0.38873 0.96014
H 3.11155 1.79809 1.21375
O 3.71057 1.28974 0.67775
H -3.83553 0.65678 -0.76754
H -2.28773 0.76192 -0.54152
O -3.14429 0.76148 -0.07401
H -3.67543 2.49445 -0.37737
H -4.45211 3.04495 -1.48107
O -3.86136 3.35313 -0.79349
H -3.52666 2.08463 -3.48414
H -3.29984 0.52495 -3.43375
O -3.30859 1.31506 -2.92467
H 1.25017 2.57876 1.63902
H 1.55516 2.38511 3.07337
O 1.95651 2.72798 2.28118
```

Properties
Lowest unoccupied orbital energy (eV): -0.05
E_HOMO (eV): -8.63
Calculated total energy (eV): -36407.3816
Maximum force (eV/Å): 3.942

Atom charges from the Mulliken analysis, given in e for atoms 1 to 2:
1. C -0.34
2. N -0.51